Here is a structure of composition C35H36CoN2O2P2S3 from OMol25. Energies are from ωB97M-V/def2-TZVPD.

ORCA input file:
```
! RIJCOSX wB97M-V def2-TZVPD def2/J DEFGRID3
* xyz 0 2
Co -0.6242 0.1680 -0.0456
S -0.6042 0.0201 2.3487
P 1.2588 -0.1724 1.6028
C 1.5148 0.3523 -0.0167
P 1.2203 2.0103 -0.3604
S -0.7451 2.5042 -0.4950
C 2.0458 3.2004 0.7356
C 1.3916 3.6023 1.8965
C 2.0791 4.3174 2.8648
C 3.4160 4.6387 2.6760
C 4.0648 4.2519 1.5119
C 3.3881 3.5229 0.5471
C 1.8659 2.2987 -2.0384
C 1.9394 1.2111 -2.9045
C 2.3113 1.4030 -4.2266
C 2.6114 2.6767 -4.6904
C 2.5280 3.7626 -3.8312
C 2.1489 3.5767 -2.5102
C 2.4937 0.3607 2.8438
C 3.7621 0.6858 2.3716
C 4.7730 1.0137 3.2614
C 4.5187 1.0082 4.6255
C 3.2543 0.6817 5.0964
C 2.2385 0.3586 4.2089
C 1.6343 -1.9672 1.5364
C 2.5181 -2.4424 0.5717
C 2.8560 -3.7885 0.5363
C 2.3057 -4.6683 1.4585
C 1.4116 -4.2005 2.4114
C 1.0794 -2.8536 2.4548
H 0.3489 3.3435 2.0368
H 1.5727 4.6244 3.7714
H 3.9542 5.1857 3.4398
H 5.1057 4.5120 1.3621
H 3.8965 3.2021 -0.3547
H 1.7054 0.2225 -2.5284
H 2.3704 0.5553 -4.8983
H 2.9114 2.8245 -5.7204
H 2.7519 4.7592 -4.1916
H 2.0680 4.4265 -1.8422
H 3.9373 0.6790 1.3023
H 5.7581 1.2736 2.8934
H 5.3089 1.2573 5.3230
H 3.0659 0.6800 6.1631
H 1.2458 0.1187 4.5718
H 2.9206 -1.7477 -0.1547
H 3.5492 -4.1489 -0.2143
H 2.5773 -5.7169 1.4375
H 0.9709 -4.8884 3.1230
H 0.3772 -2.4830 3.1912
C -5.9052 1.1117 0.8220
N -4.7413 0.2717 0.6304
C -3.6857 0.5796 -0.1584
N -3.7940 1.6616 -0.9719
O -2.6954 -0.1630 -0.1809
H -6.6470 0.5569 1.3902
H -6.3445 1.3659 -0.1435
H -5.6703 2.0300 1.3685
H -4.5376 -0.4372 1.3141
H -4.3944 2.4223 -0.6998
H -2.9131 1.9438 -1.3850
C -6.5039 -2.4454 -3.6784
C -5.1779 -2.5605 -2.9751
C -5.0587 -3.3239 -1.8162
C -3.8560 -3.3898 -1.1320
C -2.7552 -2.7034 -1.6197
C -2.8396 -1.9699 -2.7884
C -4.0500 -1.9034 -3.4597
S -1.2685 -2.5923 -0.6085
C -0.4832 -4.1230 -1.1987
O -0.4306 -1.5109 -1.2392
H -7.3231 -2.4669 -2.9600
H -6.6490 -3.2753 -4.3735
H -6.5620 -1.5187 -4.2483
H -5.9217 -3.8583 -1.4356
H -3.7737 -3.9663 -0.2163
H -1.9720 -1.4262 -3.1416
H -4.1261 -1.3071 -4.3615
H -0.5395 -4.1750 -2.2835
H -0.9869 -4.9702 -0.7341
H 0.5534 -4.0692 -0.8669
*
```

Results
highest occupied orbital energy (alpha / beta) = -7.05 / -7.08 eV
calculated total energy = -132666.4112 eV
frontier orbital gap (alpha / beta) = 7.4 / 7.4 eV
relative energy (zero: lowest compared OMol25 entry of this formula, charge and spin) = 40.6 kJ/mol
<S²> = 0.9665

***

Here is a structure of composition C35H36FMgN6O3Sb from OMol25. Energies are from ωB97M-V/def2-TZVPD.

ORCA input file:
```
! RIJCOSX wB97M-V def2-TZVPD def2/J DEFGRID3
* xyz 2 1
Mg 2.2542 -1.8046 -0.0597
C 4.6771 -0.4562 -1.8860
C 4.9949 -1.8562 -1.4869
C 6.1717 -2.4761 -1.9044
C 6.4508 -3.7590 -1.4757
C 5.5261 -4.3979 -0.6628
C 4.3706 -3.7243 -0.3054
N 4.1257 -2.4773 -0.6971
Sb 2.9214 -4.7921 0.9193
C 2.9376 -3.1177 2.3286
C 2.8595 -3.3286 3.6927
C 2.9521 -2.2305 4.5378
C 3.1601 -0.9791 3.9892
C 3.2056 -0.8435 2.6029
C 3.4420 0.4776 1.9568
N 3.0708 -1.9001 1.8112
C 1.1684 -3.9273 -0.1451
C -0.1264 -4.7440 -0.2230
C -0.6373 -4.9232 -1.5906
C -0.2277 -4.0880 -2.5782
C 0.8652 -3.2087 -2.3716
C 1.3032 -2.2828 -3.4577
N 1.5923 -3.2402 -1.2802
H 4.7637 -0.3372 -2.9658
H 5.3944 0.2202 -1.4207
H 3.6644 -0.1915 -1.5661
H 6.8563 -1.9484 -2.5483
H 7.3608 -4.2621 -1.7660
H 5.6921 -5.4048 -0.3072
H 2.7115 -4.3245 4.0849
H 2.8728 -2.3584 5.6062
H 3.2781 -0.1092 4.6158
H 4.4285 0.8451 2.2398
H 2.7103 1.2115 2.2905
H 3.3845 0.3703 0.8729
H -0.0941 -5.6774 0.3544
H -1.4429 -5.6276 -1.7209
H -0.6880 -4.1009 -3.5528
H 1.8124 -2.8548 -4.2380
H 1.9802 -1.5272 -3.0578
H 0.4414 -1.7884 -3.9034
F 0.0337 4.5083 0.0594
C -0.7336 3.3920 0.0801
C -0.1110 2.1854 0.0239
C -0.8439 0.9749 0.0798
C -0.1906 -0.2796 0.0481
O 1.0763 -0.3923 -0.1577
C -1.0462 -1.4435 0.2436
C -2.4331 -1.2590 0.2084
N -3.0227 -0.0586 0.1370
C -4.4609 0.0117 0.0848
C -5.1224 0.5184 -1.1672
C -5.2250 -0.9286 -0.7969
C -2.2706 1.0810 0.1484
C -2.8699 2.3448 0.2149
C -2.1430 3.5194 0.1762
N -2.8278 4.7415 0.2575
C -2.1466 6.0115 0.4398
C -3.2136 7.0644 0.8037
N -4.3685 6.3536 1.4089
C -5.0884 5.5583 0.3748
C -4.0238 4.9251 -0.5376
C -0.5232 -2.6770 0.6314
O -1.1202 -3.8799 0.4719
O 0.8092 -2.8656 0.8066
H 0.9631 2.1340 -0.0643
H -3.0698 -2.1271 0.2765
H -4.9039 0.2667 1.0415
H -4.4842 0.7758 -1.9988
H -6.0025 1.1401 -1.0816
H -4.6808 -1.6456 -1.3904
H -6.1698 -1.3022 -0.4376
H -3.9393 2.3961 0.3269
H -1.6083 6.3435 -0.4593
H -1.4203 5.9148 1.2482
H -3.5708 7.5959 -0.0796
H -2.8135 7.7972 1.5046
H -5.0068 7.0001 1.8836
H -3.9825 5.6967 2.1002
H -5.7510 6.2090 -0.1957
H -5.6846 4.7965 0.8788
H -3.8150 5.5775 -1.3962
H -4.3761 3.9736 -0.9279
*
```

Results
highest occupied orbital energy (alpha / beta) = -9.85 / -9.30 eV
calculated total energy = -66647.9116 eV
frontier orbital gap (alpha / beta) = 5.1 / 4.6 eV

***

Here is a structure of composition C35H36FN3O3PSe2W from OMol25. Energies are from ωB97M-V/def2-TZVPD.

ORCA input file:
```
! RIJCOSX wB97M-V def2-TZVPD def2/J DEFGRID3
* xyz 3 3
W -1.4940 0.6826 0.2870
C -3.6451 3.4007 1.4242
Se -3.8610 1.4671 1.2240
C -3.8081 0.9869 3.1266
C -2.4160 1.0705 3.7169
Se -1.1396 -0.0855 2.7844
C -1.9482 -1.8068 3.2091
H -4.5388 3.7817 1.9115
H -3.5609 3.8270 0.4272
H -2.7472 3.6175 1.9936
H -4.2297 -0.0146 3.1995
H -4.4961 1.6671 3.6300
H -2.4062 0.7585 4.7621
H -1.9975 2.0748 3.6640
H -2.0133 -1.8582 4.2943
H -1.2592 -2.5722 2.8605
H -2.9228 -1.9344 2.7483
C 4.9055 3.9681 -2.0811
C 4.6405 4.0297 -0.5828
C 5.8595 3.7578 0.2829
C 6.3814 2.3492 0.0466
C 5.2726 1.3393 0.1430
C 5.5534 0.0150 0.3865
C 4.5280 -0.9261 0.5248
F 4.8585 -2.1903 0.7702
C 3.2095 -0.5861 0.4355
C 2.8893 0.7546 0.1746
C 1.5372 1.1750 0.0801
O 0.5438 0.3132 0.1204
C 1.2758 2.5431 -0.0697
C 2.3098 3.4307 -0.2714
N 3.5745 3.0355 -0.2402
C 3.9145 1.7228 0.0220
C -0.1977 2.7451 -0.0406
O -0.9233 2.7883 -1.0341
O -0.7233 2.3892 1.1048
H 5.7004 4.6678 -2.3354
H 4.0184 4.2475 -2.6492
H 5.2159 2.9719 -2.3960
H 4.2196 4.9994 -0.3181
H 5.5947 3.8930 1.3340
H 6.6243 4.4962 0.0478
H 7.1483 2.1037 0.7809
H 6.8590 2.2700 -0.9332
H 6.5777 -0.3186 0.4969
H 2.4325 -1.3220 0.5797
H 2.1300 4.4795 -0.4665
N -1.3024 -1.4259 -2.0877
P -1.3981 -1.8097 -0.4225
C -2.8733 -2.8188 -0.2072
C -2.9110 -4.1355 -0.6761
C -4.0840 -4.8655 -0.5943
C -5.2270 -4.2897 -0.0498
C -5.2026 -2.9776 0.4038
C -4.0299 -2.2450 0.3202
C 0.0336 -2.8645 -0.1846
C 0.0538 -3.8042 0.8496
C 1.1541 -4.6274 1.0158
C 2.2313 -4.5357 0.1420
C 2.2126 -3.6092 -0.8917
C 1.1256 -2.7640 -1.0497
C -2.1084 -0.4144 -2.5426
C -2.5010 -0.3446 -3.8792
C -3.3270 0.6742 -4.2864
C -3.7594 1.6183 -3.3463
C -3.3330 1.5009 -2.0597
N -2.5056 0.5043 -1.6238
H -1.0837 -2.1517 -2.7627
H -2.0264 -4.5942 -1.1006
H -4.1097 -5.8842 -0.9556
H -6.1407 -4.8647 0.0138
H -6.0964 -2.5275 0.8141
H -4.0201 -1.2121 0.6551
H -0.8019 -3.9281 1.5020
H 1.1640 -5.3549 1.8157
H 3.0829 -5.1909 0.2646
H 3.0472 -3.5433 -1.5766
H 1.1364 -2.0243 -1.8402
H -2.1595 -1.1041 -4.5686
H -3.6465 0.7389 -5.3177
H -4.4132 2.4318 -3.6220
H -3.6273 2.2380 -1.3268
*
```

Results
highest occupied orbital energy (alpha / beta) = -16.08 / -16.14 eV
calculated total energy = -191995.5770 eV
frontier orbital gap (alpha / beta) = 6.9 / 6.8 eV
relative energy (zero: lowest compared OMol25 entry of this formula, charge and spin) = 0.0 kJ/mol
<S²> = 2.0179